P) Density functional theory data (the ωB97M-V functional and the def2-TZVPD basis) for the ion C4H5N2O2S with charge -1.

The charge is -1.

Each line ends with the natural charge from an NBO analysis.
Positions of all 14 atoms, in Å:
C -0.62753 -2.41289 0.60926  -0.58
C 0.28137 -1.94018 -0.40392  -0.15
C -1.11127 -1.56029 1.56035  0.72
C 0.01743 2.86109 -0.49864  -0.72
N 0.32425 0.17625 0.29173  -0.68
N 0.68082 -0.71667 -0.59008  0.23
O -1.61494 -0.81484 2.29772  -0.50
O 1.55715 -0.48061 -1.51728  -0.65
S 1.20012 1.62818 0.35843  0.30
H -0.96395 -3.41766 0.84542  0.24
H 0.64947 -2.60606 -1.22310  0.20
H 0.67046 3.87615 -0.63007  0.19
H -0.79357 2.95393 0.26631  0.20
H -0.26979 2.45361 -1.36613  0.20

=====

Q) Density functional theory data (the ωB97M-V functional and the def2-TZVPD basis) for a structure of composition C4H5N2O2S.

The charge is -1.

Each line ends with the natural charge from an NBO analysis.
Positions of all 14 atoms, in Å:
C -0.23766 -0.97531 -0.33312  0.64
C 1.75146 -0.95829 -0.60897  -0.42
C 0.29737 1.34358 -0.36377  0.50
C -1.90087 0.95084 -0.03607  -0.44
N -0.63183 0.33094 -0.25916  -0.53
N 2.41327 -1.68820 0.52519  -0.90
O -1.02449 -1.89400 -0.28982  -0.67
O 0.02111 2.53029 -0.32275  -0.67
S 1.94777 0.76528 -0.37667  0.17
H -2.39838 0.62176 0.89466  0.19
H -1.83825 2.08197 0.00707  0.26
H -2.64041 0.57584 -0.71981  0.19
H 2.38931 -1.11067 1.30716  0.32
H 1.85159 -2.57402 0.57606  0.37

=====

Stability check: which of them is most stable? Q).

=====

P) Density functional theory data (the ωB97M-V functional and the def2-TZVPD basis) for a structure of composition C31H31BrCrNO4S.

Its spin multiplicity is 2.

Each line ends with the Mulliken spin population.
Positions of all 70 atoms, in Å:
Cr 0.33368 -0.86659 -0.55650  1.11
C -3.60891 -0.19807 0.29899  0.00
C -2.46383 -1.14104 0.55324  0.01
C -1.75413 -1.09598 1.75382  -0.02
C -1.95437 0.03606 2.73130  0.00
C -0.79701 -2.08110 2.02972  -0.01
C -0.06363 -2.05340 3.34666  0.00
C -0.53810 -3.09719 1.09682  0.00
C 0.32630 -4.27797 1.46012  0.00
C -1.15288 -3.06401 -0.16940  -0.01
C -0.89272 -4.17982 -1.14903  0.00
C -2.11939 -2.08013 -0.43976  0.00
C -2.91972 -2.11300 -1.71904  0.00
H -3.27416 0.67058 -0.27523  0.00
H -4.04474 0.15707 1.22834  0.00
H -4.40136 -0.69390 -0.26061  0.00
H -2.42557 -0.29817 3.65993  0.00
H -2.54848 0.83711 2.30445  0.00
H -0.98462 0.46662 2.98311  0.00
H -0.66181 -2.51552 4.13801  0.00
H 0.14930 -1.03071 3.64468  0.00
H 0.88993 -2.57191 3.28873  0.00
H 1.33255 -4.18509 1.04156  0.00
H -0.10563 -5.19835 1.06737  0.00
H 0.41254 -4.39172 2.53743  0.00
H -1.61006 -4.99320 -0.99281  0.00
H 0.10998 -4.57892 -1.03244  0.00
H -0.98955 -3.85064 -2.17990  0.00
H -3.83148 -2.70051 -1.57389  0.00
H -2.37144 -2.56463 -2.54047  0.00
H -3.21598 -1.11230 -2.03035  0.00
S 2.05289 -2.54489 -1.01939  -0.05
C 1.41707 -2.13169 -2.56832  0.00
C 1.98330 -2.38208 -3.82198  0.00
C 1.32474 -1.92228 -4.93942  0.00
C 0.13244 -1.20121 -4.81285  0.00
C -0.34361 -0.93942 -3.55526  0.01
N 0.27734 -1.41887 -2.45718  -0.04
H 2.91518 -2.92746 -3.88251  0.00
H 1.74209 -2.10873 -5.92184  0.00
H -0.38777 -0.81466 -5.67770  0.00
H -1.22989 -0.34823 -3.38813  0.00
O 1.90399 0.36455 -0.70937  -0.02
C 1.93358 0.55051 0.55111  0.00
O 1.10014 -0.09303 1.24786  -0.01
C 2.89912 1.50305 1.15222  -0.01
C 2.88246 1.73177 2.52370  0.00
C 3.77203 2.63793 3.08147  0.00
C 4.67634 3.31061 2.26765  0.00
C 4.69087 3.08041 0.89796  0.00
C 3.80101 2.17625 0.33729  0.00
H 2.16923 1.19673 3.13791  0.00
H 3.76129 2.82159 4.14925  0.00
H 5.37379 4.01517 2.70436  0.00
H 5.39375 3.60896 0.26526  0.00
H 3.78557 1.99024 -0.72879  0.00
Br -1.97298 4.26036 -3.05429  0.00
C -1.33974 4.28332 -1.26798  0.00
C -1.41690 5.49692 -0.60263  0.00
C -1.02821 5.58931 0.72619  0.00
C -0.59582 4.46000 1.40127  0.00
C -0.53801 3.24717 0.73243  0.00
C -0.87637 3.13932 -0.61544  0.00
C -0.60474 1.80691 -1.27543  0.00
O -0.25784 1.75567 -2.44141  0.00
O -0.82133 0.79228 -0.47678  0.02
H -1.78972 6.36598 -1.12801  0.00
H -1.07600 6.54644 1.23176  0.00
H -0.30508 4.52072 2.44390  0.00
H -0.22891 2.34681 1.24825  0.00

=====

Q) Density functional theory data (the ωB97M-V functional and the def2-TZVPD basis) for a structure of composition C31H31BrCrNO4S.

Its spin multiplicity is 2.

Each line ends with the Mulliken spin population.
Positions of all 70 atoms, in Å:
Cr 0.23777 -0.84859 -0.54475  1.11
C -3.70921 -0.36015 0.35561  -0.01
C -2.51915 -1.25693 0.57041  0.01
C -1.75515 -1.16323 1.73638  -0.01
C -1.94004 -0.00642 2.68426  0.00
C -0.77312 -2.12762 2.00587  -0.01
C 0.00710 -2.05157 3.29237  0.00
C -0.52736 -3.15639 1.08586  0.00
C 0.37910 -4.30974 1.42762  0.00
C -1.15071 -3.12872 -0.17629  -0.01
C -0.84596 -4.21776 -1.17401  0.00
C -2.16761 -2.18782 -0.42543  -0.01
C -3.00438 -2.27154 -1.67871  0.00
H -3.42983 0.50797 -0.24800  0.00
H -4.11276 -0.00513 1.29982  0.00
H -4.50671 -0.89498 -0.15703  0.00
H -2.37131 -0.32024 3.63793  0.00
H -2.56143 0.76875 2.24738  0.00
H -0.96656 0.44296 2.88134  0.00
H -0.55791 -2.49190 4.11830  0.00
H 0.22049 -1.01647 3.54535  0.00
H 0.96308 -2.56083 3.20849  0.00
H 1.36787 -4.18038 0.97907  0.00
H -0.03825 -5.24118 1.04794  0.00
H 0.50023 -4.41595 2.50177  0.00
H -1.51465 -5.06996 -1.01860  0.00
H 0.17998 -4.55956 -1.07638  0.00
H -0.97631 -3.87909 -2.19831  0.00
H -3.87508 -2.90769 -1.49590  0.00
H -2.45834 -2.70257 -2.51263  0.00
H -3.36150 -1.29034 -1.98520  0.00
S 2.02524 -2.47769 -1.02432  -0.05
C 1.38285 -2.04476 -2.55959  0.01
C 1.96747 -2.23622 -3.81335  0.00
C 1.30260 -1.75730 -4.92154  0.00
C 0.07061 -1.11355 -4.77658  0.00
C -0.43816 -0.94222 -3.51230  0.02
N 0.20503 -1.40141 -2.42821  -0.05
H 2.92118 -2.73873 -3.88176  0.00
H 1.74425 -1.87597 -5.90281  0.00
H -0.45652 -0.71245 -5.62943  0.00
H -1.37610 -0.43886 -3.33276  0.00
O 1.77916 0.44091 -0.67946  -0.02
C 1.78006 0.62530 0.57521  0.00
O 0.96185 -0.04489 1.26367  0.00
C 2.71648 1.59137 1.19308  -0.01
C 2.66434 1.82010 2.56418  0.00
C 3.55020 2.71249 3.14397  0.00
C 4.48871 3.36793 2.35817  0.00
C 4.53174 3.14607 0.98852  0.00
C 3.64488 2.25872 0.40121  0.00
H 1.92735 1.29609 3.15835  0.00
H 3.51029 2.89806 4.20983  0.00
H 5.18880 4.05493 2.81655  0.00
H 5.25674 3.66566 0.37547  0.00
H 3.65410 2.07695 -0.66504  0.00
Br -1.99593 4.25270 -3.01109  0.00
C -1.17575 4.29451 -1.30325  0.00
C -1.03807 5.53827 -0.70650  0.00
C -0.51246 5.63927 0.57195  0.00
C -0.18310 4.49636 1.28042  0.00
C -0.35596 3.25467 0.69488  0.00
C -0.81165 3.12945 -0.61560  -0.01
C -0.71725 1.75466 -1.23709  0.00
O -0.35593 1.63562 -2.40021  0.00
O -0.96901 0.77822 -0.41910  0.03
H -1.34736 6.42273 -1.24614  0.00
H -0.37128 6.61693 1.01465  0.00
H 0.21313 4.57144 2.28507  0.00
H -0.11479 2.34773 1.23639  0.00

=====

Stability check: which of them is most stable? P).